C44H44BN9O3SeSiTi | ωB97M-V/def2-TZVPD

```
104
Properties=species:S:1:pos:R:3:forces:R:3
Ti -0.608940 -0.361041 1.026426 -0.52 0.23 0.36
C -2.129858 0.877894 4.238214 0.06 0.06 -0.04
C -1.026872 -0.124465 4.254332 0.09 0.04 -0.03
C -0.290196 -0.505898 5.376223 -0.07 0.04 0.13
C 0.673034 -1.382794 4.917597 0.04 -0.04 0.08
C 1.738182 -2.102816 5.679356 -0.04 0.01 -0.05
N 0.507198 -1.510462 3.596728 -0.19 -0.17 -0.14
N -0.542245 -0.744212 3.168673 0.44 -0.17 0.55
B 1.256326 -2.424532 2.602467 -0.04 0.07 -0.04
N 2.115926 -1.539802 1.683109 -0.13 -0.03 -0.14
N 1.504680 -0.613401 0.897569 0.66 -0.17 0.28
C 2.467780 0.083114 0.287573 -0.04 0.02 0.13
C 2.229305 1.236878 -0.633978 0.05 -0.06 0.04
C 3.712732 -0.414151 0.684256 0.10 0.09 -0.12
C 3.446996 -1.437516 1.571701 0.03 -0.10 -0.03
C 4.395724 -2.324912 2.308898 -0.05 0.01 -0.02
N 0.217540 -3.165310 1.744328 -0.05 0.03 0.00
N -0.661708 -2.505415 0.923872 -0.04 -0.56 0.08
C -1.325894 -3.450651 0.239602 -0.03 0.04 -0.01
C -2.368751 -3.217129 -0.807052 0.10 -0.04 0.00
C -0.885823 -4.711152 0.640760 -0.02 -0.09 -0.06
C 0.089130 -4.489956 1.591848 -0.01 -0.05 -0.01
C 0.891923 -5.488918 2.359348 0.01 0.05 -0.04
H -2.693978 0.819821 5.168244 0.00 0.01 0.01
H -1.715785 1.887942 4.166460 -0.01 -0.13 0.00
H -2.810339 0.726423 3.406960 -0.05 -0.04 -0.03
H -0.446622 -0.180212 6.393229 0.01 -0.03 -0.08
H 1.682232 -1.825951 6.730100 0.00 0.00 0.00
H 1.622693 -3.184551 5.597960 0.00 0.03 0.01
H 2.731745 -1.846835 5.307624 -0.03 0.00 0.02
H 1.948189 -3.202272 3.192672 -0.07 0.08 -0.04
H 1.175247 1.449296 -0.769073 -0.08 0.01 -0.01
H 2.709557 2.129495 -0.229058 0.01 0.00 -0.03
H 2.660350 1.034878 -1.616610 -0.01 0.00 0.00
H 4.682077 -0.067598 0.359918 -0.07 -0.03 0.02
H 5.412455 -2.118245 1.981601 0.01 0.00 0.01
H 4.341414 -2.162544 3.386665 0.01 0.00 -0.02
H 4.178672 -3.377357 2.121199 0.02 0.03 0.00
H -2.261358 -2.260771 -1.309417 0.01 0.03 0.01
H -2.300428 -4.012623 -1.549517 0.01 0.01 -0.01
H -3.364215 -3.240746 -0.368017 -0.04 0.00 0.00
H -1.235982 -5.662117 0.269096 0.04 0.07 0.04
H 0.567674 -6.491589 2.088396 0.01 0.00 0.01
H 1.957133 -5.399046 2.140400 -0.03 0.00 0.00
H 0.761419 -5.359969 3.434430 0.00 -0.01 -0.02
Se -3.176069 -0.771291 1.187423 -0.04 -0.29 0.07
C -4.166593 0.687293 0.691661 -0.04 0.31 0.01
N -4.883581 1.546479 0.400983 0.15 -0.13 0.11
C -2.992414 5.301223 -2.672931 0.02 -0.01 0.03
C -3.931984 4.803126 -1.782913 0.05 0.00 0.04
C -3.524028 4.277303 -0.563220 -0.05 0.08 -0.04
C -2.170888 4.233292 -0.222730 0.01 -0.03 -0.15
C -1.235839 4.731049 -1.134794 -0.04 -0.06 -0.04
C -1.641155 5.265950 -2.347046 -0.02 -0.01 0.00
Si -1.718199 3.460049 1.393455 -0.30 -0.08 0.06
C -0.414715 4.332622 2.394718 0.15 0.10 0.05
C -0.575946 4.379946 3.782588 0.04 0.05 0.01
C 0.349408 5.024825 4.593231 0.00 -0.04 -0.01
C 1.459275 5.635487 4.026500 -0.04 -0.01 -0.01
C 1.641978 5.593640 2.650257 -0.03 -0.03 -0.01
C 0.715398 4.946134 1.844970 0.03 -0.04 0.10
H -3.310489 5.714293 -3.622766 0.02 -0.01 0.01
H -4.985210 4.810594 -2.037374 0.05 0.01 0.02
H -4.268953 3.872567 0.110761 0.04 0.00 -0.04
H -0.175372 4.686012 -0.920344 -0.02 0.00 -0.01
H -0.901879 5.647515 -3.041043 -0.02 -0.01 0.01
H -2.904008 3.336324 2.266455 0.01 -0.11 -0.09
H -1.439675 3.906584 4.241308 0.04 0.16 -0.04
H 0.199560 5.052255 5.666102 0.02 0.00 -0.04
H 2.178987 6.143675 4.656278 -0.01 -0.01 -0.02
H 2.505885 6.067233 2.200314 -0.01 -0.01 0.03
H 0.887153 4.919632 0.776478 -0.01 0.03 0.04
O 0.070337 1.365574 1.671252 -0.37 0.79 -0.25
C -1.047793 1.638599 1.223216 0.18 0.05 -0.02
O -1.974453 1.440880 -1.443698 -0.10 0.14 0.15
C -1.354355 0.469324 -1.805977 0.24 -0.17 0.10
N -1.311135 -0.006737 -3.083644 0.02 -0.17 -0.11
C -0.256087 -0.972596 -3.293134 0.02 0.09 -0.10
C 0.140381 -1.235824 -1.819112 -0.32 0.40 0.10
O 0.946828 -2.068680 -1.485439 0.06 -0.13 0.18
N -0.541383 -0.347835 -0.989455 0.20 -0.16 -1.22
C -0.742266 -2.214752 -4.049047 0.05 0.02 0.09
C -1.627903 -2.044308 -5.109928 -0.02 0.00 0.01
C -2.059269 -3.129446 -5.857940 0.00 0.03 0.02
C -1.604859 -4.405811 -5.557224 0.03 0.00 0.02
C -0.719526 -4.582411 -4.504169 -0.02 0.04 0.00
C -0.285065 -3.494964 -3.754497 0.02 -0.03 -0.03
C 0.948234 -0.369263 -4.049710 -0.03 -0.04 0.09
C 2.230323 -0.886501 -3.877832 0.01 -0.03 -0.06
C 3.301604 -0.362684 -4.589437 -0.05 0.00 0.03
C 3.108729 0.677927 -5.487286 -0.01 0.01 0.01
C 1.833979 1.193843 -5.666075 -0.01 -0.02 0.04
C 0.762315 0.673780 -4.950987 0.01 0.04 0.01
H -1.789249 0.490884 -3.811945 0.03 0.10 0.04
H -1.992701 -1.055551 -5.365955 0.01 -0.05 0.00
H -2.752162 -2.976066 -6.676071 0.02 0.00 0.02
H -1.935689 -5.254240 -6.143441 0.00 0.02 0.03
H -0.361413 -5.574603 -4.257520 0.00 0.02 -0.01
H 0.406643 -3.643215 -2.935927 -0.03 0.01 -0.04
H 2.389508 -1.695850 -3.177361 0.00 0.02 -0.04
H 4.293139 -0.771124 -4.437100 -0.02 0.00 -0.01
H 3.944529 1.084838 -6.043438 -0.02 -0.02 0.02
H 1.669117 2.008299 -6.360356 -0.01 -0.02 0.01
H -0.219306 1.105934 -5.104187 0.03 -0.02 0.02
```
Forces are in eV/Å.

Computed properties:
**Energy relative to the best compared isomer or geometry (same formula, charge and spin)**: 4.1 kcal/mol
**Total energy**: -162918.3517 eV
**Frontier orbital gap**: 0.278 Ha
**Spin multiplicity**: 1
**Molecular weight**: 912.62 g mol⁻¹

Atomic partial charges in e from the Mulliken method, atoms 1 to 2: Ti -1.3347; C -1.4638